9 unconnected molecules or ions with the total composition H18O9 in a non-equilibrium geometry. Source: the OMol25 dataset; level of theory: the ωB97M-V functional and the def2-TZVPD basis.

## Properties
Relative energy (zero: lowest compared OMol25 entry of this formula, charge and spin), eV: 2.5484
F_max, eV Å⁻¹: 3.13
SMILES string: O.O.O.O.O.O.O.O.O
LUMO, eV: 0.0
Energy, eV: -18719.5871
Gap between HOMO and LUMO, Ha: 0.365
HOMO energy, eV: -9.9053

XYZ file:
```
27
Properties=species:S:1:pos:R:3:mulliken_charge:R:1
O 0.90 -2.73 -0.79 -0.65
H 0.07 -2.78 -0.35 0.35
H 0.93 -1.92 -1.36 0.34
O -1.70 -2.49 0.65 -0.59
H -1.97 -3.11 1.32 0.27
H -2.22 -2.67 -0.11 0.31
O -1.55 0.28 -1.18 -0.67
H -1.28 -0.47 -1.70 0.29
H -0.92 0.34 -0.43 0.28
O -1.61 2.16 1.31 -0.57
H -1.61 2.74 2.17 0.27
H -1.73 1.27 1.63 0.37
O 0.33 0.17 0.57 -0.45
H 0.24 -0.51 1.26 0.23
H 1.25 0.02 0.37 0.22
O 2.88 1.42 -0.56 -0.60
H 2.68 2.22 -0.13 0.29
H 3.72 1.58 -0.93 0.22
O -1.70 -0.23 2.98 -0.61
H -2.33 -0.88 2.66 0.30
H -1.93 -0.19 3.90 0.26
O 0.01 2.65 -1.35 -0.67
H -0.71 2.02 -1.25 0.41
H 0.78 2.12 -1.69 0.30
O 2.12 -0.44 -2.41 -0.61
H 2.92 -0.66 -2.93 0.30
H 2.41 0.10 -1.67 0.39
```